Entry 1
Molecular formula: C9H14
Method: DFT, wB97M-V/def2-TZVPD

Values from the calculation:
HOMO energy in eV: -9.02
E_LUMO in Ha: 0.0375
Structure (SMILES): Cc1ccccc1.CC
Frontier orbital gap in eV: 10.0

Bonds (Å) are listed after each position.
Element x y z (Å)
1 C -1.921 -0.276 3.505  C2 1.495, H8 1.096, H9 1.086, H10 1.094
2 C -1.685 -0.396 2.034  C1 1.495, C3 1.377, C7 1.411
3 C -2.053 0.594 1.149  C2 1.377, C4 1.415, H11 1.080
4 C -1.887 0.360 -0.236  C3 1.415, C5 1.370, H12 1.084
5 C -1.340 -0.800 -0.721  C4 1.370, C6 1.419, H13 1.081
6 C -0.974 -1.819 0.197  C5 1.419, C7 1.373, H14 1.080
7 C -1.213 -1.628 1.535  C2 1.411, C6 1.373, H15 1.085
8 H -1.692 0.738 3.854  C1 1.096
9 H -1.365 -0.970 4.128  C1 1.086
10 H -2.990 -0.327 3.734  C1 1.094
11 H -2.492 1.552 1.388  C3 1.080
12 H -2.145 1.139 -0.943  C4 1.084
13 H -1.203 -1.155 -1.732  C5 1.081
14 H -0.582 -2.760 -0.160  C6 1.080
15 H -0.911 -2.426 2.205  C7 1.085
16 C 2.527 0.948 -1.980  C17 1.526, H18 1.080, H19 1.102, H20 1.101
17 C 3.671 1.037 -2.987  C16 1.526, H21 1.079, H22 1.090, H23 1.098
18 H 2.655 1.054 -0.913  C16 1.080
19 H 1.821 1.726 -2.311  C16 1.102
20 H 1.856 0.090 -2.140  C16 1.101
21 H 3.275 1.276 -3.962  C17 1.079
22 H 4.353 0.189 -3.044  C17 1.090
23 H 4.297 1.852 -2.601  C17 1.098

Entry 2
Molecular formula: C9H14
Method: DFT, wB97M-V/def2-TZVPD

Values from the calculation:
HOMO energy in eV: -8.82
E_LUMO in Ha: 0.0360
Structure (SMILES): Cc1ccccc1.CC
Frontier orbital gap in eV: 9.8

Bonds (Å) are listed after each position.
Element x y z (Å)
1 C -1.262 1.232 1.378  C2 1.493, H8 1.089, H9 1.099, H10 1.093
2 C -1.004 1.320 -0.091  C1 1.493, C3 1.383, C7 1.405
3 C -1.660 2.255 -0.870  C2 1.383, C4 1.393, H11 1.087
4 C -1.525 2.320 -2.254  C3 1.393, C5 1.390, H12 1.080
5 C -0.815 1.288 -2.859  C4 1.390, C6 1.392, H13 1.084
6 C -0.087 0.382 -2.094  C5 1.392, C7 1.384, H14 1.085
7 C -0.151 0.393 -0.711  C2 1.405, C6 1.384, H15 1.082
8 H -0.650 0.539 1.952  C1 1.089
9 H -2.272 0.870 1.619  C1 1.099
10 H -1.340 2.218 1.843  C1 1.093
11 H -2.318 2.963 -0.372  C3 1.087
12 H -1.786 3.213 -2.802  C4 1.080
13 H -0.901 1.045 -3.912  C5 1.084
14 H 0.672 -0.196 -2.611  C6 1.085
15 H 0.345 -0.314 -0.059  C7 1.082
16 C 2.002 -3.007 1.957  C17 1.552, H18 1.084, H19 1.091, H20 1.091
17 C 1.694 -1.863 0.954  C16 1.552, H21 1.084, H22 1.091, H23 1.083
18 H 2.326 -2.593 2.905  C16 1.084
19 H 1.141 -3.643 2.165  C16 1.091
20 H 2.767 -3.684 1.575  C16 1.091
21 H 0.629 -1.913 0.758  C17 1.084
22 H 1.914 -0.937 1.485  C17 1.091
23 H 2.281 -1.887 0.045  C17 1.083

Entry 3
Molecular formula: C9H14
Method: DFT, wB97M-V/def2-TZVPD

Values from the calculation:
HOMO energy in eV: -9.07
E_LUMO in Ha: 0.0376
Structure (SMILES): Cc1ccccc1.CC
Frontier orbital gap in eV: 10.1

Bonds (Å) are listed after each position.
Element x y z (Å)
1 C -0.457 -1.705 -2.649  C2 1.501, H8 1.084, H9 1.092, H10 1.091
2 C -0.518 -1.366 -1.188  C1 1.501, C3 1.395, C7 1.387
3 C 0.518 -1.723 -0.325  C2 1.395, C4 1.385, H11 1.084
4 C 0.347 -1.567 1.040  C3 1.385, C5 1.395, H12 1.082
5 C -0.847 -1.073 1.564  C4 1.395, C6 1.382, H13 1.084
6 C -1.861 -0.655 0.723  C5 1.382, C7 1.394, H14 1.081
7 C -1.676 -0.826 -0.648  C2 1.387, C6 1.394, H15 1.086
8 H -1.156 -1.150 -3.265  C1 1.084
9 H -0.669 -2.767 -2.788  C1 1.092
10 H 0.544 -1.540 -3.051  C1 1.091
11 H 1.452 -2.135 -0.691  C3 1.084
12 H 1.108 -1.838 1.761  C4 1.082
13 H -0.879 -0.969 2.642  C5 1.084
14 H -2.795 -0.258 1.097  C6 1.081
15 H -2.484 -0.549 -1.319  C7 1.086
16 C 1.247 1.994 0.340  C17 1.522, H18 1.097, H19 1.087, H20 1.088
17 C 1.059 3.011 1.457  C16 1.522, H21 1.089, H22 1.092, H23 1.091
18 H 2.317 1.930 0.107  C16 1.097
19 H 0.983 0.971 0.594  C16 1.087
20 H 0.764 2.327 -0.577  C16 1.088
21 H 1.614 2.787 2.367  C17 1.089
22 H 0.004 3.116 1.719  C17 1.092
23 H 1.386 3.986 1.091  C17 1.091

Entry 4
Molecular formula: C9H14
Method: DFT, wB97M-V/def2-TZVPD

Values from the calculation:
HOMO energy in eV: -9.00
E_LUMO in Ha: 0.0381
Structure (SMILES): Cc1ccccc1.CC
Frontier orbital gap in eV: 10.0

Bonds (Å) are listed after each position.
Element x y z (Å)
1 C 1.481 2.993 1.150  C2 1.510, H8 1.082, H9 1.097, H10 1.091
2 C 0.716 1.870 0.491  C1 1.510, C3 1.396, C7 1.402
3 C 1.360 0.796 -0.126  C2 1.396, C4 1.387, H11 1.087
4 C 0.641 -0.245 -0.696  C3 1.387, C5 1.386, H12 1.081
5 C -0.738 -0.139 -0.784  C4 1.386, C6 1.380, H13 1.077
6 C -1.412 0.871 -0.131  C5 1.380, C7 1.404, H14 1.083
7 C -0.685 1.863 0.546  C2 1.402, C6 1.404, H15 1.080
8 H 1.272 3.044 2.210  C1 1.082
9 H 1.245 3.976 0.727  C1 1.097
10 H 2.549 2.881 0.957  C1 1.091
11 H 2.437 0.788 -0.269  C3 1.087
12 H 1.141 -0.983 -1.307  C4 1.081
13 H -1.315 -0.832 -1.374  C5 1.077
14 H -2.479 0.851 0.055  C6 1.083
15 H -1.186 2.576 1.184  C7 1.080
16 C -0.779 -3.317 0.457  C17 1.533, H18 1.083, H19 1.086, H20 1.096
17 C -0.482 -3.345 -1.046  C16 1.533, H21 1.089, H22 1.086, H23 1.083
18 H -1.188 -2.368 0.781  C16 1.083
19 H -1.495 -4.094 0.708  C16 1.086
20 H 0.045 -3.526 1.149  C16 1.096
21 H -0.751 -4.360 -1.334  C17 1.089
22 H 0.519 -3.016 -1.311  C17 1.086
23 H -1.136 -2.689 -1.606  C17 1.083

Most stable structure: entry 3

Entry 1
Molecular formula: C9H14
Method: DFT, wB97M-V/def2-TZVPD

Values from the calculation:
HOMO energy in eV: -8.47
E_LUMO in Ha: 0.0359
Structure (SMILES): Cc1ccccc1.CC
Frontier orbital gap in eV: 9.5

Bonds (Å) are listed after each position.
Element x y z (Å)
1 C -0.817 -1.763 0.777  C2 1.496, H8 1.182, H9 1.062, H10 1.171
2 C 0.320 -1.472 -0.151  C1 1.496, C3 1.430, C7 1.408
3 C 0.431 -1.804 -1.538  C2 1.430, C4 1.311, H11 1.132
4 C 1.248 -1.177 -2.349  C3 1.311, C5 1.473, H12 1.054
5 C 2.031 0.004 -1.951  C4 1.473, C6 1.376, H13 1.028
6 C 2.303 -0.065 -0.604  C5 1.376, C7 1.333, H14 1.082
7 C 1.358 -0.581 0.183  C2 1.408, C6 1.333, H15 1.132
8 H -1.062 -0.647 1.080  C1 1.182
9 H -0.727 -2.371 1.643  C1 1.062
10 H -1.576 -2.418 0.172  C1 1.171
11 H -0.444 -2.494 -1.739  C3 1.132
12 H 1.330 -1.205 -3.400  C4 1.054
13 H 2.365 0.710 -2.619  C5 1.028
14 H 3.102 0.465 -0.102  C6 1.082
15 H 1.379 -0.583 1.315  C7 1.132
16 C -0.826 2.120 1.574  C17 1.546, H18 1.150, H19 1.110, H20 1.106
17 C -1.968 1.653 0.643  C16 1.546, H21 1.134, H22 1.007, H23 1.194
18 H -0.181 2.976 1.155  C16 1.150
19 H -1.171 2.636 2.495  C16 1.110
20 H -0.062 1.417 1.957  C16 1.106
21 H -2.361 0.633 0.947  C17 1.134
22 H -1.754 1.622 -0.340  C17 1.007
23 H -2.919 2.344 0.850  C17 1.194

Entry 2
Molecular formula: C9H14
Method: DFT, wB97M-V/def2-TZVPD

Values from the calculation:
HOMO energy in eV: -8.99
E_LUMO in Ha: 0.0358
Structure (SMILES): Cc1ccccc1.CC
Frontier orbital gap in eV: 10.0

Bonds (Å) are listed after each position.
Element x y z (Å)
1 C -0.848 -0.226 -2.543  C2 1.478, H8 1.047, H9 1.057, H10 1.042
2 C -0.610 0.624 -1.357  C1 1.478, C3 1.381, C7 1.380
3 C 0.506 1.436 -1.324  C2 1.381, C4 1.414, H11 1.085
4 C 0.662 2.283 -0.203  C3 1.414, C5 1.404, H12 1.063
5 C -0.304 2.237 0.815  C4 1.404, C6 1.399, H13 1.027
6 C -1.520 1.556 0.692  C5 1.399, C7 1.404, H14 1.041
7 C -1.623 0.710 -0.424  C2 1.380, C6 1.404, H15 1.038
8 H -1.829 -0.563 -2.684  C1 1.047
9 H -0.142 -1.008 -2.626  C1 1.057
10 H -0.717 0.321 -3.420  C1 1.042
11 H 1.257 1.387 -2.106  C3 1.085
12 H 1.614 2.756 -0.164  C4 1.063
13 H -0.080 2.734 1.685  C5 1.027
14 H -2.280 1.517 1.402  C6 1.041
15 H -2.525 0.213 -0.546  C7 1.038
16 C 1.708 -2.279 1.580  C17 1.486, H18 1.118, H19 1.149, H20 1.172
17 C 0.398 -1.592 1.722  C16 1.486, H21 1.072, H22 1.137, H23 1.070
18 H 1.507 -2.930 0.694  C16 1.118
19 H 2.559 -1.593 1.227  C16 1.149
20 H 1.853 -3.170 2.326  C16 1.172
21 H -0.078 -1.365 0.789  C17 1.072
22 H 0.702 -0.679 2.328  C17 1.137
23 H -0.209 -2.369 2.136  C17 1.070

Entry 3
Molecular formula: C9H14
Method: DFT, wB97M-V/def2-TZVPD

Values from the calculation:
HOMO energy in eV: -8.91
E_LUMO in Ha: 0.0336
Structure (SMILES): Cc1ccccc1.CC
Frontier orbital gap in eV: 9.8

Bonds (Å) are listed after each position.
Element x y z (Å)
1 C 2.438 -0.110 -0.389  C2 1.485, H8 1.102, H9 1.084, H10 1.101
2 C 1.344 -0.785 -1.134  C1 1.485, C3 1.386, C7 1.423
3 C 0.941 -2.060 -0.771  C2 1.386, C4 1.397, H11 1.085
4 C -0.149 -2.734 -1.327  C3 1.397, C5 1.372, H12 1.080
5 C -0.945 -2.014 -2.182  C4 1.372, C6 1.399, H13 1.085
6 C -0.613 -0.703 -2.540  C5 1.399, C7 1.377, H14 1.083
7 C 0.539 -0.101 -2.086  C2 1.423, C6 1.377, H15 1.084
8 H 3.048 0.568 -1.008  C1 1.102
9 H 3.214 -0.545 0.231  C1 1.084
10 H 1.894 0.653 0.189  C1 1.101
11 H 1.486 -2.538 0.036  C3 1.085
12 H -0.366 -3.682 -0.857  C4 1.080
13 H -1.935 -2.378 -2.440  C5 1.085
14 H -1.296 -0.227 -3.233  C6 1.083
15 H 1.013 0.786 -2.492  C7 1.084
16 C -1.768 2.571 2.273  C17 1.530, H18 1.085, H19 1.086, H20 1.093
17 C -0.894 1.408 2.746  C16 1.530, H21 1.091, H22 1.086, H23 1.091
18 H -1.466 3.489 2.768  C16 1.085
19 H -1.722 2.697 1.196  C16 1.086
20 H -2.828 2.365 2.442  C16 1.093
21 H -1.098 0.487 2.198  C17 1.091
22 H -1.002 1.282 3.819  C17 1.086
23 H 0.169 1.573 2.561  C17 1.091

Entry 4
Molecular formula: C9H14
Method: DFT, wB97M-V/def2-TZVPD

Values from the calculation:
HOMO energy in eV: -9.05
E_LUMO in Ha: 0.0368
Structure (SMILES): Cc1ccccc1.CC
Frontier orbital gap in eV: 10.1

Bonds (Å) are listed after each position.
Element x y z (Å)
1 C 0.162 1.538 -1.454  C2 1.503, H8 1.090, H9 1.093, H10 1.090
2 C 0.656 1.078 -0.112  C1 1.503, C3 1.401, C7 1.382
3 C 1.718 0.165 -0.061  C2 1.401, C4 1.380, H11 1.082
4 C 2.157 -0.319 1.155  C3 1.380, C5 1.398, H12 1.086
5 C 1.519 0.027 2.350  C4 1.398, C6 1.381, H13 1.081
6 C 0.434 0.880 2.291  C5 1.381, C7 1.390, H14 1.078
7 C 0.021 1.403 1.072  C2 1.382, C6 1.390, H15 1.074
8 H 0.204 2.621 -1.580  C1 1.090
9 H -0.863 1.189 -1.600  C1 1.093
10 H 0.727 1.101 -2.278  C1 1.090
11 H 2.265 -0.078 -0.963  C3 1.082
12 H 2.904 -1.105 1.197  C4 1.086
13 H 1.945 -0.331 3.277  C5 1.081
14 H -0.106 1.064 3.205  C6 1.078
15 H -0.762 2.139 1.049  C7 1.074
16 C -3.237 -1.765 -2.213  C17 1.516, H18 1.087, H19 1.092, H20 1.085
17 C -1.923 -2.148 -1.563  C16 1.516, H21 1.089, H22 1.096, H23 1.088
18 H -3.419 -2.352 -3.109  C16 1.087
19 H -4.071 -2.005 -1.551  C16 1.092
20 H -3.351 -0.730 -2.518  C16 1.085
21 H -1.566 -1.394 -0.863  C17 1.089
22 H -1.139 -2.215 -2.326  C17 1.096
23 H -1.890 -3.116 -1.067  C17 1.088

Most stable structure: entry 4